No. 1
{
  "formula": "H3N",
  "method": "ωB97M-V/def2-TZVPD",
  "gap_ev": 12.0,
  "e_tot_ha": -56.54248,
  "fmax_ha_per_bohr": 0.0774,
  "smiles": "N",
  "de_lowest_kcal_mol": 4.6,
  "elements": ["N", "H", "H", "H"],
  "xyz": [[-0.080, 0.003, -0.351], [0.295, 0.845, 0.096], [-0.840, -0.193, 0.193], [0.625, -0.656, 0.062]],
  "lowdin_charge": [0.007, 0.012, -0.050, 0.032]
}

No. 2
{
  "formula": "C3H10N5",
  "method": "ωB97M-V/def2-TZVPD",
  "gap_ev": [7.4, 7.4],
  "e_tot_ha": -393.72668,
  "fmax_ha_per_bohr": 0.1315,
  "charge": 1,
  "smiles": "CN(N)/C=C(/N)N=[NH2+]",
  "de_lowest_kcal_mol": 82.4,
  "elements": ["C", "N", "N", "C", "C", "N", "N", "N", "H", "H", "H", "H", "H", "H", "H", "H", "H", "H"],
  "xyz": [[-2.730, 0.447, -0.065], [-1.417, -0.064, 0.110], [-1.232, -1.447, -0.024], [-0.214, 0.742, 0.139], [1.161, 0.416, 0.204], [1.970, 1.530, 0.329], [1.431, -0.781, -0.261], [2.588, -1.389, -0.284], [-2.631, 1.526, -0.082], [-3.156, 0.131, -1.133], [-3.404, 0.056, 0.646], [-1.969, -2.045, 0.047], [-0.275, -1.718, 0.013], [-0.381, 1.798, 0.147], [1.464, 2.314, 0.596], [2.875, 1.470, 0.846], [3.459, -0.880, -0.209], [2.459, -2.104, -1.020]],
  "lowdin_charge": [-0.020, -0.145, 0.160, 0.114, -0.374, 0.133, -0.028, 0.091, 0.098, 0.161, 0.087, 0.082, 0.068, 0.124, 0.061, 0.135, 0.114, 0.140]
}

No. 3
{
  "formula": "C24H23ClFeP",
  "method": "ωB97M-V/def2-TZVPD",
  "multiplicity": 6,
  "gap_ev": [8.1, 7.7],
  "s2": 8.773,
  "e_tot_ha": -2993.51836,
  "fmax_ha_per_bohr": 0.0469,
  "de_lowest_kcal_mol": 0.0,
  "elements": ["C", "C", "C", "H", "C", "C", "H", "H", "H", "H", "Fe", "Cl", "P", "C", "C", "H", "C", "H", "C", "H", "C", "H", "C", "H", "C", "C", "H", "C", "H", "C", "H", "C", "H", "C", "H", "C", "C", "H", "C", "H", "C", "H", "C", "H", "C", "H", "C", "H", "H", "H"],
  "xyz": [[-0.904, -1.359, 4.365], [-0.874, -1.790, 2.991], [0.538, -2.026, 2.667], [-1.722, -1.967, 2.328], [1.310, -1.771, 3.843], [0.410, -1.425, 4.909], [0.657, -1.283, 5.948], [-1.822, -1.211, 4.933], [0.938, -2.425, 1.740], [2.378, -1.921, 3.987], [0.013, 0.114, 2.778], [1.897, 1.089, 2.082], [0.175, 0.197, -0.142], [1.243, -0.873, -1.224], [0.836, -1.540, -2.396], [-0.197, -1.509, -2.728], [1.742, -2.265, -3.187], [1.400, -2.782, -4.089], [3.093, -2.340, -2.822], [3.803, -2.910, -3.437], [3.514, -1.688, -1.655], [4.570, -1.746, -1.368], [2.598, -0.972, -0.878], [2.960, -0.477, 0.023], [-1.451, -0.202, -0.951], [-2.082, -1.377, -0.506], [-1.601, -2.003, 0.248], [-3.316, -1.783, -1.021], [-3.801, -2.689, -0.635], [-3.932, -1.040, -2.037], [-4.898, -1.356, -2.447], [-3.303, 0.123, -2.519], [-3.777, 0.700, -3.317], [-2.079, 0.538, -1.971], [-1.620, 1.443, -2.371], [0.491, 1.799, -1.026], [1.176, 1.967, -2.242], [1.605, 1.121, -2.772], [1.312, 3.237, -2.825], [1.844, 3.353, -3.771], [0.780, 4.368, -2.195], [0.889, 5.361, -2.646], [0.117, 4.212, -0.972], [-0.296, 5.090, -0.468], [-0.017, 2.947, -0.401], [-0.529, 2.858, 0.556], [-0.892, 1.324, 4.225], [-1.775, 0.943, 4.765], [-0.221, 1.749, 5.005], [-1.178, 2.196, 3.625]],
  "mulliken_spin": [0.015, 0.086, 0.088, 0.014, 0.076, 0.146, 0.003, -0.020, 0.009, 0.005, 4.081, 0.174, 0.040, -0.005, 0.003, 0.000, 0.000, 0.000, 0.002, 0.000, 0.000, 0.000, -0.009, 0.006, -0.031, -0.016, 0.012, 0.001, 0.000, 0.001, 0.000, -0.001, 0.000, -0.005, 0.000, 0.022, -0.002, 0.001, -0.001, 0.000, 0.002, 0.000, 0.000, 0.000, 0.015, 0.001, 0.305, -0.013, 0.002, -0.006]
}

No. 4
{
  "formula": "C2H6N2OS",
  "method": "ωB97M-V/def2-TZVPD",
  "multiplicity": 3,
  "gap_ev": [8.0, 9.1],
  "s2": 2.009,
  "e_tot_ha": -662.54479,
  "fmax_ha_per_bohr": 0.1266,
  "de_lowest_kcal_mol": 15.0,
  "elements": ["C", "C", "N", "N", "O", "S", "H", "H", "H", "H", "H", "H"],
  "xyz": [[1.402, 1.165, -0.050], [0.132, 0.769, 0.670], [-2.504, -1.079, -0.350], [2.053, -0.239, 0.040], [3.271, -0.389, 0.201], [0.838, -0.749, 1.230], [1.275, 1.563, -1.047], [2.043, 1.763, 0.559], [-3.401, -0.952, -0.784], [-0.843, 1.061, 0.456], [-2.558, -1.872, 0.087], [-1.708, -1.041, -1.012]],
  "mulliken_spin": [-0.035, 0.806, 0.004, 0.431, 0.522, 0.197, 0.019, 0.033, 0.000, 0.027, -0.001, -0.002]
}

No. 5
{
  "formula": "C28H33FGdGeN3O6S",
  "method": "ωB97M-V/def2-TZVPD",
  "multiplicity": 8,
  "gap_ev": [2.8, 5.0],
  "s2": 15.896,
  "e_tot_ha": -5042.81655,
  "fmax_ha_per_bohr": 0.1032,
  "charge": -2,
  "de_lowest_kcal_mol": 14.4,
  "elements": ["Gd", "C", "C", "C", "C", "C", "C", "C", "S", "O", "O", "N", "C", "C", "C", "C", "C", "C", "C", "C", "N", "C", "H", "H", "H", "H", "H", "H", "H", "H", "H", "H", "H", "H", "H", "F", "C", "C", "C", "C", "C", "C", "C", "H", "H", "H", "H", "H", "H", "C", "Ge", "C", "C", "C", "H", "H", "H", "H", "H", "H", "H", "H", "H", "H", "H", "C", "O", "H", "H", "H", "O", "N", "O", "O"],
  "xyz": [[9.143, 12.012, 10.394], [8.000, 6.169, 15.620], [8.130, 7.562, 15.125], [8.508, 8.645, 15.959], [8.691, 9.928, 15.475], [8.382, 10.194, 14.172], [7.812, 9.240, 13.320], [7.747, 7.895, 13.781], [8.651, 11.776, 13.566], [7.659, 12.009, 12.461], [8.685, 12.752, 14.626], [10.022, 11.813, 12.615], [11.244, 11.482, 13.103], [11.711, 11.331, 14.413], [13.076, 11.206, 14.728], [14.053, 11.329, 13.733], [13.663, 11.691, 12.397], [14.603, 11.767, 11.360], [14.156, 11.695, 10.040], [12.819, 11.635, 9.816], [11.875, 11.727, 10.763], [12.264, 11.662, 12.069], [8.936, 5.646, 15.458], [7.310, 5.689, 14.901], [7.638, 6.049, 16.630], [8.647, 8.432, 17.006], [9.110, 10.714, 16.170], [7.410, 9.557, 12.325], [7.407, 7.097, 13.080], [11.008, 11.393, 15.174], [13.452, 11.091, 15.747], [15.126, 11.176, 13.956], [15.683, 11.694, 11.608], [14.876, 11.697, 9.212], [12.483, 11.665, 8.801], [7.411, 18.261, 6.110], [7.752, 16.952, 6.372], [8.957, 16.478, 5.848], [9.405, 15.217, 6.224], [8.538, 14.311, 6.858], [8.841, 12.985, 7.152], [7.207, 14.784, 7.074], [6.817, 16.108, 6.990], [9.586, 17.059, 5.204], [10.434, 14.810, 6.042], [9.885, 12.597, 7.044], [8.153, 12.280, 7.564], [6.532, 13.982, 7.392], [5.814, 16.463, 7.222], [11.506, 15.219, 9.195], [10.044, 15.857, 10.449], [11.081, 16.097, 12.086], [9.417, 17.608, 9.924], [8.624, 14.641, 10.475], [11.698, 14.150, 9.376], [12.431, 15.767, 9.475], [11.200, 15.388, 8.200], [10.450, 16.181, 12.949], [11.675, 17.017, 12.005], [11.787, 15.293, 12.417], [8.720, 17.609, 9.093], [10.294, 18.145, 9.515], [8.999, 18.233, 10.781], [8.032, 14.760, 9.551], [7.945, 14.633, 11.329], [5.808, 11.969, 9.484], [7.195, 12.214, 9.580], [5.386, 11.843, 10.488], [5.519, 11.057, 8.873], [5.268, 12.840, 9.005], [9.924, 8.383, 8.984], [9.649, 9.511, 9.342], [9.561, 10.634, 8.594], [9.311, 9.820, 10.667]],
  "mulliken_spin": [5.388, 0.000, 0.001, -0.001, 0.003, 0.003, -0.008, 0.000, -0.021, -0.004, 0.001, -0.023, -0.008, 0.001, -0.002, 0.005, 0.007, -0.004, 0.029, -0.050, 0.031, -0.025, 0.000, 0.000, 0.000, 0.000, 0.000, 0.008, 0.002, 0.001, 0.000, 0.000, -0.001, 0.007, -0.023, 0.009, 0.208, -0.086, 0.185, -0.103, 0.578, 0.167, -0.079, -0.005, -0.006, 0.013, 0.067, 0.023, -0.002, 0.008, -0.021, 0.002, 0.002, -0.033, 0.005, 0.000, -0.008, 0.000, 0.000, -0.001, -0.002, 0.001, 0.001, -0.008, 0.003, 0.003, -0.046, 0.002, 0.004, -0.001, 0.305, 0.557, -0.015, -0.041]
}

No. 6
{
  "formula": "C2H6BrN",
  "method": "ωB97M-V/def2-TZVPD",
  "gap_ev": 9.2,
  "e_tot_ha": -2708.49497,
  "fmax_ha_per_bohr": 0.0905,
  "smiles": "CN(C)Br",
  "de_lowest_kcal_mol": 23.0,
  "elements": ["C", "N", "C", "Br", "H", "H", "H", "H", "H", "H"],
  "xyz": [[0.232, -1.182, 0.010], [-0.334, 0.010, -0.594], [0.253, 1.130, -0.088], [-2.282, 0.024, -0.067], [0.384, -0.990, 1.123], [-0.660, -1.868, 0.025], [1.126, -1.624, -0.435], [1.286, 1.312, -0.546], [-0.339, 1.940, -0.508], [0.334, 1.248, 1.079]],
  "lowdin_charge": [-0.226, -0.547, -0.321, 0.603, 0.089, 0.035, 0.083, 0.117, 0.054, 0.113]
}